Entry from OMol25: a structure of composition C31H45NdO3 at a distorted geometry (the ωB97M-V functional and the def2-TZVPD basis).

```
80
Properties=species:S:1:pos:R:3:forces:R:3:lowdin_spin:R:1
O -3.07569 1.93655 -3.12353 -0.1099 0.8404 -2.3300 0.000
C -2.71186 2.03488 -4.59630 0.0244 -0.1810 0.5380 0.000
C -3.80814 3.06934 -4.88380 -0.0779 -0.2395 0.9344 0.000
H -2.84024 1.05974 -5.09896 -0.0004 0.3664 0.3391 0.000
H -1.67419 2.38508 -4.76681 -0.5918 -0.1626 0.2376 0.000
C -4.21507 2.82773 -3.39362 -0.5898 0.4929 -0.1382 0.000
H -4.54798 2.79391 -5.64623 0.2558 0.1363 0.2530 0.000
H -3.44481 4.10553 -5.01201 -0.1529 -0.6278 -0.2027 0.000
C -5.52019 2.09665 -3.10290 -0.0141 0.1394 -0.0003 0.000
H -5.60536 1.15402 -3.66168 0.0087 0.2754 0.1995 0.000
H -6.39490 2.74200 -3.30369 0.3917 -0.3022 -0.0978 0.000
H -5.52228 1.90303 -2.02152 -0.1035 -0.2594 -0.2556 0.000
C -4.18771 4.10185 -2.56085 0.0680 -0.1088 0.2471 0.000
H -3.27380 4.68906 -2.72055 -0.1640 -0.2103 0.0706 0.000
H -4.27129 3.82522 -1.49867 0.0935 0.2441 -0.2234 0.000
H -5.05631 4.72852 -2.82477 0.3191 -0.2075 0.0847 0.000
Nd -0.27649 0.26046 0.57883 2.6250 -0.4694 -0.2397 3.048
C 0.85395 1.61153 2.60488 0.3807 0.4282 -0.2517 -0.005
C 1.96805 1.45676 1.72558 -0.2827 0.7502 -0.1369 -0.006
C 1.74819 2.29202 0.58403 -0.2233 -0.2408 0.5708 -0.003
H 2.87004 0.87171 1.92624 -0.5425 0.0898 -0.1674 0.000
C 0.49947 2.96920 0.76650 0.1231 -0.4460 0.4920 -0.006
C -0.05224 2.53941 2.01250 0.4743 0.4180 -0.2180 -0.003
H -0.96528 2.93012 2.47215 0.4392 -0.2410 -0.2462 0.000
H 0.76694 1.17736 3.60605 -0.0228 0.2286 -0.6325 0.000
H 2.46266 2.46995 -0.22637 -0.3750 -0.1952 0.3002 0.000
H 0.09935 3.76009 0.13101 0.0333 -0.3679 0.1215 0.000
C -1.86072 -1.17519 2.02883 -1.1350 0.2669 -0.0321 -0.004
C -2.03040 0.17246 2.46623 -0.7885 -0.6107 -0.1415 -0.003
C -2.70022 0.89579 1.42907 -0.2843 -0.6315 -0.0692 -0.008
H -1.78074 0.54592 3.45749 0.0602 -0.0419 -0.3798 0.000
C -2.94346 -0.00816 0.35181 -0.1858 -0.0969 0.5039 -0.002
C -2.42542 -1.28757 0.71658 -0.1585 0.2245 0.6429 -0.004
H -2.51839 -2.21248 0.14376 0.1681 0.4035 0.1326 0.000
H -1.44073 -1.98437 2.62234 0.0539 0.2762 -0.2910 0.000
H -3.03025 1.93698 1.47131 0.2572 -0.4317 -0.0415 0.000
H -3.51139 0.21530 -0.55448 0.4137 -0.0136 0.2384 0.000
O 0.07487 0.12551 -2.44631 0.9583 0.6093 0.9682 0.000
C -0.16797 1.53411 -2.64707 -1.5505 -0.2347 -0.2315 0.000
C 0.96765 2.14033 -3.44977 0.2162 -0.0068 0.3112 0.000
H -0.44602 2.06412 -1.70369 0.6389 -0.4857 -0.2980 0.000
H -1.10663 1.54487 -3.20657 0.6303 0.2551 0.2146 0.000
C 1.67595 0.92844 -4.08911 0.1151 -0.2439 0.0558 0.000
H 1.66629 2.71318 -2.82724 -0.2560 -0.0704 -0.1251 0.000
H 0.53516 2.79977 -4.21037 0.2839 0.0258 0.1655 0.000
C 1.03672 -0.31888 -3.42838 -0.0543 -0.6038 0.0284 0.000
H 2.75544 0.92515 -3.86420 -0.4397 0.1546 -0.2490 0.000
H 1.53832 0.96315 -5.18222 0.1252 -0.3149 0.4526 0.000
H 1.76862 -0.97442 -2.90792 -0.4865 0.7787 -0.5331 0.000
H 0.47639 -0.95903 -4.13009 0.2795 0.2931 -0.0208 0.000
C 1.73117 -2.46990 -1.04105 -0.0906 0.1154 -0.2498 0.000
C 2.60172 -3.40400 -0.23886 0.3030 -0.4173 -0.0209 0.000
C 4.06344 -3.18315 -0.68566 -0.0425 0.1619 -0.0048 0.000
C 2.49716 -3.33912 1.27632 -0.2571 0.7353 0.3672 0.000
C 3.26432 -4.30116 1.90959 0.0928 -0.1731 0.4074 0.000
C 3.36156 -4.39316 3.28561 -0.0093 -0.0616 0.3057 0.001
C 2.68036 -3.45740 4.05345 0.1273 -0.1307 -0.0542 0.000
C 1.92164 -2.43823 3.48410 0.0959 -0.1567 -0.1060 0.000
C 1.34871 -1.42574 4.47725 0.0315 -0.2125 -0.2011 0.000
C 0.41083 -2.09443 5.48827 -0.2540 -0.0066 -0.0703 0.000
C 2.48110 -0.76142 5.27856 0.0532 0.3373 -0.1483 0.000
C 1.78135 -2.35908 2.05681 0.6595 -0.5442 0.3611 -0.001
O 1.07469 -1.40045 1.50005 -0.7624 0.7205 -0.6430 -0.005
H 2.07378 -1.43779 -0.87857 -0.3018 -0.1347 0.0127 0.000
H 0.67015 -2.58011 -0.79989 0.0940 0.1674 0.0000 0.000
H 1.86060 -2.69029 -2.10677 -0.0436 -0.1294 0.1653 0.000
H 2.33154 -4.44081 -0.49971 0.0113 0.2275 -0.0965 0.000
H 4.34808 -2.15282 -0.42904 0.0734 -0.2018 -0.0416 0.000
H 4.77401 -3.86701 -0.20701 -0.2202 0.2054 -0.0938 0.000
H 4.15866 -3.30174 -1.77277 -0.0272 0.0103 0.1347 0.000
H 3.83991 -4.98905 1.29567 -0.1702 -0.0601 0.0669 0.000
H 3.96967 -5.16789 3.75393 -0.1678 0.2025 -0.1160 0.000
H 2.76240 -3.49670 5.14359 0.0151 -0.0454 -0.3572 0.000
H 0.79065 -0.66458 3.92203 0.1355 -0.2832 0.0534 0.000
H 0.98986 -2.73085 6.16873 -0.2106 0.0338 -0.1230 0.000
H -0.10297 -1.34123 6.09532 0.0673 -0.0521 -0.0033 0.000
H -0.35152 -2.70993 4.99873 0.1091 0.0550 0.0580 0.000
H 3.29260 -0.41606 4.62961 -0.1070 -0.0476 0.0425 0.000
H 2.11005 0.10958 5.83517 0.0259 -0.1800 -0.0050 0.000
H 2.90658 -1.47222 6.00105 -0.0779 0.2130 -0.1896 0.000
```
Forces are in eV/Å.

Values from the calculation:
E_HOMO (alpha / beta) = -0.24902 / -0.24986 Eh
E_LUMO (alpha / beta) = 0.3 / 0.3 eV
spin multiplicity = 4
ΔE to the lowest compared entry with this formula, charge and spin = 34.5 kcal/mol
strongest force on any atom = 2.68 eV Å⁻¹
HOMO-LUMO gap (alpha / beta) = 0.2608 / 0.2616 Ha